The following is a quantum chemistry calculation of a 24-piece molecular cluster, C48H144O48 overall, from the Open Molecules 2025 dataset.

The calculation puts the LUMO energy at -0.0132 Ha. The energy above the lowest of the compared OMol25 structures with the same formula, charge and spin is 370.1 kJ/mol. For the orbital gap, the calculation gives 8.90 eV. As for the total charge: 0.

```
240
Properties=species:S:1:pos:R:3:forces:R:3:mulliken_charge:R:1
C 23.48786 -27.60712 -10.49428 -0.773 -0.721 0.817 0.34
C 24.68774 -27.80760 -11.43113 -1.388 -0.003 0.391 -0.45
O 25.23466 -29.12784 -11.34049 0.180 0.634 0.404 0.06
O 22.53937 -28.71996 -10.75500 1.934 1.105 -0.476 1.13
H 22.99533 -26.63730 -10.56475 -0.042 0.148 -1.017 0.08
H 23.68087 -27.55286 -9.42287 0.626 -0.687 0.190 -0.23
H 25.47569 -27.08029 -11.23552 -0.052 -0.080 -0.088 0.61
H 24.22146 -27.64693 -12.40317 0.576 0.001 -0.523 -0.31
H 24.48205 -29.71887 -11.26397 -0.409 -0.408 0.023 -0.15
H 21.81740 -28.65187 -10.12594 -0.482 -0.029 0.237 -0.27
C 18.13166 -20.27741 -15.63800 0.245 0.177 0.188 -0.41
C 19.07476 -19.39617 -14.92287 -0.622 0.746 1.662 -0.61
O 19.37609 -19.90766 -13.58666 0.321 0.666 -1.681 -0.49
O 18.92298 -21.41322 -15.91976 -0.335 -0.309 -0.669 -0.27
H 17.81615 -19.68263 -16.49519 -0.144 -0.471 -0.606 0.35
H 17.25020 -20.55917 -15.06203 -0.057 0.134 0.229 0.28
H 18.66276 -18.39585 -14.78974 -0.052 0.160 -0.212 0.45
H 19.97533 -19.33780 -15.53415 0.121 0.054 0.050 0.24
H 20.31809 -19.72898 -13.63466 0.335 -0.540 1.162 0.30
H 18.32835 -22.11356 -16.19822 -0.261 -0.511 -0.378 0.08
C 20.50107 -24.11821 -10.89549 -0.363 -0.681 -0.278 -0.15
C 18.96539 -24.11145 -10.76657 1.294 -0.688 -1.020 -0.83
O 18.47647 -25.39848 -11.26065 0.639 1.104 0.443 0.64
O 21.07374 -25.12304 -10.07535 0.194 0.168 0.778 -0.18
H 20.94899 -23.15999 -10.63229 -0.195 0.010 0.096 0.59
H 20.82154 -24.38006 -11.90387 -0.400 0.465 -0.427 -0.10
H 18.59586 -23.32013 -11.41877 -0.245 0.226 0.253 0.46
H 18.73916 -23.96613 -9.71026 -0.371 0.045 -0.011 0.28
H 17.60375 -25.48195 -10.86952 -0.349 -0.234 0.250 -0.31
H 20.46268 -25.86313 -10.05389 -0.061 -0.323 -0.140 -0.39
C 27.22217 -29.30004 -15.02467 -0.039 -0.642 -0.568 -0.61
C 27.77707 -29.11169 -13.62758 0.257 0.931 -2.273 -0.41
O 27.48001 -30.21490 -12.86190 0.061 -0.480 0.900 -0.50
O 25.82734 -29.37250 -15.01188 -0.776 -1.338 -0.048 -0.39
H 27.55468 -30.26378 -15.41033 0.141 -0.138 0.017 0.44
H 27.53562 -28.56344 -15.76445 0.359 0.441 0.210 0.30
H 27.33486 -28.15604 -13.34604 0.097 0.060 0.961 0.10
H 28.85159 -28.99699 -13.77027 0.248 0.071 0.493 0.44
H 26.73261 -29.98548 -12.30481 -0.372 0.063 0.217 0.25
H 25.40707 -28.51765 -14.89265 0.056 0.763 0.148 0.05
C 15.31317 -28.15529 -14.31895 -1.391 -0.608 1.383 -0.76
C 15.53882 -28.76980 -12.92400 -0.894 0.646 0.220 0.24
O 15.59584 -30.22056 -12.88009 0.547 1.087 -0.193 -0.45
O 16.30723 -28.47330 -15.16414 2.154 -0.246 -1.955 0.15
H 15.22538 -27.07075 -14.38340 -0.159 0.168 0.875 0.45
H 14.36858 -28.55273 -14.69029 -0.580 -0.100 -0.043 0.25
H 14.73376 -28.42901 -12.27296 -0.289 -0.075 0.083 0.26
H 16.44146 -28.35002 -12.48001 0.387 -0.527 -0.125 -0.36
H 14.90047 -30.63710 -13.39443 -0.274 0.266 -0.170 0.27
H 16.63962 -29.35434 -14.97733 0.459 -0.510 -0.079 0.07
C 18.35546 -23.98489 -19.48217 -0.131 -0.402 0.925 0.13
C 18.50574 -24.23278 -20.99155 -0.710 0.213 0.363 -0.34
O 17.45874 -23.66919 -21.75246 0.037 1.228 -0.505 -0.63
O 17.23148 -24.70106 -18.95588 -0.488 -0.457 -0.972 -0.63
H 18.20952 -22.95095 -19.16948 0.086 0.459 -0.846 0.37
H 19.19130 -24.32523 -18.87091 0.692 -0.163 -0.599 -0.16
H 18.54759 -25.26860 -21.32833 0.388 -0.395 0.876 0.27
H 19.43082 -23.75279 -21.31080 -0.065 0.115 -0.086 0.21
H 16.57231 -23.95514 -21.51987 0.226 -0.489 0.458 0.36
H 17.11311 -24.48509 -18.02801 -0.003 0.387 0.144 0.26
C 13.99953 -26.25420 -10.41077 -0.027 0.582 -1.611 -0.80
C 15.21820 -26.62319 -9.65302 0.466 -0.017 1.580 0.61
O 16.18640 -25.55698 -9.60888 -0.427 -0.542 -0.039 -0.50
O 13.08174 -27.31754 -10.39818 -0.097 0.019 0.066 -0.52
H 14.29868 -26.01672 -11.43166 -0.149 -0.328 -0.374 0.17
H 13.50861 -25.33262 -10.09806 0.218 0.162 0.580 0.37
H 15.67499 -27.56197 -9.96628 0.136 0.228 -0.643 -0.43
H 14.89403 -26.87515 -8.64330 0.099 0.108 0.413 0.56
H 15.99608 -25.06801 -8.80496 0.216 0.248 -0.035 0.23
H 12.68841 -27.23306 -9.52654 -0.451 -0.554 0.063 0.37
C 25.99906 -22.69536 -13.55733 1.765 0.689 0.198 -0.13
C 26.80500 -23.95693 -13.30438 -0.138 1.335 0.693 -0.68
O 26.24754 -24.96799 -14.06255 0.172 -1.410 -0.512 -0.24
O 26.34695 -22.20596 -14.88039 -1.010 -0.605 0.793 -0.54
H 26.40368 -21.91931 -12.90763 -0.437 0.088 0.375 0.45
H 24.94163 -22.88197 -13.36990 -0.113 0.237 -0.322 -0.06
H 26.83596 -24.28215 -12.26449 -0.386 0.118 0.149 0.40
H 27.83220 -23.67976 -13.54132 0.216 -0.437 -0.418 0.26
H 26.55633 -24.89233 -14.96838 -0.024 0.156 -0.453 0.04
H 25.64996 -22.54830 -15.44484 -0.126 0.039 -0.573 0.29
C 22.65652 -31.01824 -16.22360 1.396 -2.140 0.133 0.03
C 22.94205 -31.55430 -14.77258 0.305 1.045 -0.874 0.27
O 24.36827 -31.85730 -14.57570 -2.091 -0.847 -0.223 -0.58
O 22.93620 -32.13788 -17.14688 -0.437 1.448 0.456 -0.64
H 23.33767 -30.18052 -16.37313 0.154 0.069 -0.317 0.06
H 21.65311 -30.68951 -16.49414 -0.130 -0.166 0.576 0.17
H 22.34120 -32.44966 -14.61321 0.495 -0.247 0.006 0.33
H 22.55515 -30.80611 -14.08076 0.329 0.175 0.385 -0.31
H 24.92976 -31.07892 -14.55429 -0.115 0.930 -0.215 0.33
H 23.84938 -32.38967 -16.99098 0.193 -0.054 0.149 0.36
C 19.02092 -30.77253 -12.62719 0.939 -0.354 -0.662 0.82
C 19.26394 -31.25264 -14.09238 -0.722 0.888 0.652 -0.21
O 18.16860 -30.83686 -14.89536 -0.926 -0.010 -0.341 -0.48
O 17.92516 -31.40557 -11.97389 0.754 -0.428 -0.584 -0.51
H 18.84294 -29.71215 -12.44827 0.512 0.334 -0.850 -0.01
H 19.96321 -31.04885 -12.15406 -0.137 0.031 0.613 -0.18
H 19.33937 -32.34002 -14.09729 0.021 -0.145 0.192 0.40
H 20.12658 -30.82849 -14.60624 0.566 0.062 0.890 -0.27
H 18.34683 -31.15567 -15.78316 -0.229 0.022 -0.193 0.22
H 17.16344 -31.15679 -12.50255 -0.664 0.015 0.085 0.23
C 26.37933 -28.17265 -7.56772 -1.034 1.305 -3.325 -0.08
C 27.15257 -28.69242 -6.46868 0.256 -0.687 0.698 -0.71
O 27.82028 -29.89915 -6.84166 0.079 0.443 0.467 -0.55
O 25.31328 -29.02384 -7.94154 -1.005 -0.894 0.765 -0.73
H 26.92991 -28.06352 -8.50209 0.926 -0.021 0.221 0.25
H 26.01643 -27.15646 -7.41357 -0.265 0.137 0.633 0.31
H 26.44521 -28.88893 -5.66300 0.163 0.036 0.437 0.28
H 27.82506 -27.88449 -6.18040 0.461 -0.411 0.272 0.36
H 27.23983 -30.60526 -6.54828 0.121 -0.207 -0.161 0.33
H 25.18685 -29.05210 -8.89276 0.342 0.076 -0.288 -0.18
C 25.14716 -32.57233 -11.11695 1.342 -0.739 1.016 -0.31
C 26.47430 -32.17182 -10.51400 0.546 1.226 -1.622 -0.43
O 26.97142 -33.13205 -9.63957 -0.082 -0.848 0.921 -0.62
O 24.12385 -32.12682 -10.23001 -0.298 0.204 -0.397 -0.35
H 25.22272 -33.65968 -11.12447 -0.536 -0.267 -0.273 0.48
H 25.04555 -32.23171 -12.14736 -0.534 0.357 0.284 0.04
H 26.36284 -31.20418 -10.02476 -0.061 0.225 0.154 0.10
H 27.19071 -32.03103 -11.32334 0.073 0.067 -0.191 0.54
H 27.86756 -32.86955 -9.41680 0.039 -0.104 0.141 0.36
H 24.31736 -32.49084 -9.36303 0.127 -0.048 0.154 0.18
C 20.50765 -27.20719 -12.90120 1.333 0.345 0.480 0.12
C 20.12081 -26.52722 -14.23471 -0.660 -1.310 1.221 1.02
O 21.22502 -26.54358 -15.09898 0.130 0.592 -0.204 0.81
O 21.25579 -28.40042 -13.11026 -0.875 -0.183 -1.979 0.66
H 19.69587 -27.38941 -12.19700 -0.336 0.217 -0.330 -0.14
H 21.23539 -26.55122 -12.42349 -0.257 0.585 0.373 -0.17
H 19.77878 -25.51322 -14.02755 0.111 0.118 -0.010 -0.57
H 19.29975 -27.10835 -14.65452 -0.247 0.033 -0.366 -0.34
H 21.82450 -27.16839 -14.68445 0.560 -0.508 -0.121 -0.58
H 21.86279 -28.55662 -12.38311 0.140 0.026 0.834 -0.41
C 14.21898 -28.35973 -18.51639 -1.890 1.839 0.228 -0.47
C 14.38036 -26.97676 -19.22557 0.393 -1.827 -0.355 -0.05
O 15.21858 -27.19387 -20.36070 -0.974 0.533 -0.196 -0.59
O 15.37601 -28.81541 -17.95622 1.698 -1.032 -0.010 -0.35
H 13.74658 -29.07453 -19.19018 0.690 -0.097 -0.453 0.31
H 13.47327 -28.30871 -17.72303 -0.490 0.513 0.263 0.33
H 14.83485 -26.19415 -18.61806 -0.094 -0.051 0.516 -0.03
H 13.38187 -26.66184 -19.52881 0.118 0.178 -0.370 0.37
H 16.08901 -27.43045 -20.03207 0.536 -0.086 0.192 0.41
H 15.53448 -28.36211 -17.12495 0.217 -0.047 0.226 0.02
C 15.14017 -32.01508 -9.54970 0.085 -0.113 -0.768 -0.71
C 15.58162 -30.58647 -9.36127 0.492 -1.622 -1.491 0.79
O 15.64059 -30.36632 -7.99968 -0.100 1.983 1.128 -0.58
O 13.80746 -32.18641 -9.08772 0.098 -0.173 -0.281 -0.57
H 15.81497 -32.70106 -9.03767 -0.085 0.032 0.258 0.38
H 15.20799 -32.28428 -10.60375 0.059 -0.080 -0.227 0.28
H 14.93450 -29.93879 -9.95274 -0.811 0.419 0.957 0.04
H 16.49005 -30.44354 -9.94644 0.892 -0.107 0.497 -0.33
H 16.20902 -30.99524 -7.54918 0.061 -0.232 -0.414 0.37
H 13.30464 -31.87833 -9.84525 -0.584 -0.050 0.250 0.34
C 22.55699 -23.22936 -20.13396 0.046 1.295 -0.897 -0.27
C 22.46774 -24.01302 -18.84848 1.157 -1.377 0.307 0.91
O 22.62513 -25.47137 -18.99516 0.187 1.502 -0.528 -0.66
O 22.90038 -21.79979 -19.89119 -0.254 -1.754 -0.082 -0.55
H 21.62944 -23.27903 -20.70430 -0.285 0.099 0.125 -0.15
H 23.30257 -23.57425 -20.85039 0.305 -0.160 0.474 0.36
H 21.55905 -23.71488 -18.32551 -0.095 -0.327 0.212 -0.36
H 23.34006 -23.74993 -18.25020 -0.224 0.382 0.244 0.01
H 21.83079 -25.95032 -18.74768 -0.636 0.356 0.134 0.22
H 22.25989 -21.46043 -19.26174 -0.177 0.045 0.065 0.30
C 18.48832 -27.78764 -18.25492 1.604 -0.870 0.317 -0.41
C 20.04777 -27.63225 -18.00851 -2.941 -0.112 -0.142 -0.20
O 20.18841 -26.26193 -17.69834 0.690 0.633 -0.385 0.95
O 18.05280 -27.19505 -19.43102 0.059 -0.931 -1.034 -0.75
H 17.91621 -27.42856 -17.39944 0.227 0.204 0.339 -0.14
H 18.31613 -28.86315 -18.29638 -0.348 -0.110 -0.332 0.55
H 20.57596 -27.92062 -18.91734 0.124 0.203 -0.119 0.34
H 20.29927 -28.34744 -17.22534 0.337 0.374 0.410 0.01
H 20.66146 -26.11350 -16.87628 0.326 -0.429 0.544 -0.32
H 17.89698 -26.25218 -19.33987 -0.248 0.417 0.594 0.47
C 22.63889 -26.27533 -6.93071 -0.380 0.361 -0.103 1.36
C 21.79261 -25.57868 -5.87643 0.094 -0.957 -0.712 -0.76
O 20.59710 -25.17388 -6.48945 -0.718 1.176 -0.401 -0.64
O 23.05312 -25.33365 -7.89683 0.729 -0.235 0.165 -0.62
H 21.99047 -26.99934 -7.42413 0.036 -0.209 0.141 -0.88
H 23.48343 -26.83453 -6.52803 0.237 0.266 0.005 0.33
H 22.29227 -24.65860 -5.57328 0.006 -0.258 0.505 0.37
H 21.56186 -26.31293 -5.10460 0.255 0.307 0.643 0.28
H 20.00055 -25.91055 -6.64126 0.160 -0.417 0.320 0.24
H 22.23801 -25.01349 -8.29014 -0.263 0.238 -0.451 0.37
C 16.98317 -23.72684 -14.06945 0.670 -0.987 0.807 0.79
C 17.15157 -24.39501 -15.44324 -0.312 1.089 0.748 0.18
O 16.92672 -23.42879 -16.47411 0.188 0.030 -0.008 -0.73
O 15.75171 -23.05904 -13.91426 -0.710 0.119 -0.953 -0.72
H 17.78383 -23.03787 -13.80045 0.357 0.000 -0.415 -0.04
H 17.02096 -24.53843 -13.34282 0.293 -0.225 0.145 -0.06
H 16.42778 -25.20395 -15.54240 0.087 -0.204 -0.052 0.32
H 18.17491 -24.74497 -15.57892 -0.128 -0.212 0.181 -0.45
H 16.13365 -22.96361 -16.19796 -0.412 0.272 -0.204 0.34
H 15.61224 -22.84961 -12.98782 0.088 0.009 -0.018 0.40
C 21.56694 -22.87961 -14.97175 0.080 0.791 -0.362 0.99
C 22.51163 -21.69816 -15.28621 -1.492 0.807 0.702 -0.54
O 23.41642 -21.94202 -16.28580 1.517 -1.533 -1.515 -0.35
O 20.54671 -22.50322 -14.05928 1.190 -0.785 1.089 -0.13
H 22.23004 -23.60737 -14.50404 -0.517 -0.580 -0.018 0.00
H 21.11167 -23.23992 -15.89425 0.254 -0.322 -0.151 -0.34
H 23.05512 -21.48911 -14.36479 -0.231 0.537 0.288 0.13
H 21.90497 -20.87014 -15.65287 -0.368 0.376 0.745 0.15
H 23.64938 -21.15810 -16.78859 -0.115 0.045 0.203 0.28
H 19.76308 -22.13281 -14.47197 0.196 0.385 -0.741 -0.18
C 22.13590 -29.52724 -6.20486 -0.323 -0.541 -0.234 -0.02
C 21.15010 -30.72852 -6.06710 1.603 0.253 -0.434 -0.48
O 20.97882 -30.93699 -4.70078 -0.675 0.026 1.056 -0.60
O 22.56119 -29.37145 -7.53902 -1.125 0.009 -0.614 0.85
H 23.02546 -29.62442 -5.58248 -0.229 -0.474 0.395 0.59
H 21.61378 -28.63186 -5.86754 -0.044 0.145 -0.034 -0.19
H 21.60438 -31.62770 -6.48327 0.199 0.023 -0.444 0.45
H 20.18752 -30.59907 -6.56186 0.046 0.484 -0.307 -0.02
H 20.19785 -31.48966 -4.62190 0.032 -0.118 0.426 0.38
H 23.51217 -29.44554 -7.64740 0.455 0.147 0.344 -0.07
C 19.12189 -27.64577 -8.76003 0.212 -0.516 1.062 -0.11
C 18.47918 -28.20039 -7.46684 1.253 -0.667 -2.276 -0.74
O 19.28309 -27.81167 -6.39058 -0.359 0.364 0.704 -0.60
O 20.43859 -28.19112 -9.07344 -1.859 0.414 -0.350 0.17
H 19.18689 -26.56507 -8.63371 0.036 0.223 -0.205 -0.04
H 18.39866 -27.87708 -9.54204 0.522 -0.017 -0.426 0.05
H 18.55426 -29.28459 -7.55027 -0.435 -0.265 -0.096 0.05
H 17.42959 -27.90634 -7.46478 -0.056 0.231 0.454 0.57
H 18.96479 -28.34464 -5.65831 0.338 0.184 0.533 0.34
H 21.00636 -28.25320 -8.30182 0.056 -0.143 0.562 -1.15
C 20.97251 -32.89952 -9.41781 -0.135 -0.305 -2.654 -0.03
C 19.68891 -33.62978 -9.93895 1.814 -0.955 1.928 -0.81
O 18.53517 -32.88940 -9.82093 -0.425 0.438 0.276 -0.38
O 21.53499 -32.21200 -10.57149 -1.362 -0.051 0.975 -0.19
H 21.70920 -33.63767 -9.10076 -0.013 -0.242 0.212 0.47
H 20.74705 -32.23943 -8.58023 -0.185 0.188 -0.083 -0.11
H 19.63697 -34.48633 -9.26684 -0.571 -0.209 0.187 0.42
H 19.81551 -34.08707 -10.92025 0.336 0.438 -0.327 0.26
H 18.62903 -32.19799 -10.48027 -0.731 0.333 -0.289 0.17
H 22.47441 -32.10221 -10.40709 0.465 0.180 -0.165 0.26
C 24.27298 -26.71853 -16.30981 1.505 0.096 0.046 0.34
C 25.42505 -26.19049 -17.19061 -0.935 -1.123 -0.394 -1.08
O 25.72484 -24.83072 -16.96924 -0.353 0.609 0.001 -0.54
O 24.73634 -26.98838 -14.99596 -0.876 -0.218 0.378 0.36
H 23.94258 -27.68518 -16.68997 -0.004 0.035 -0.205 -0.29
H 23.42886 -26.02906 -16.32383 0.051 0.141 -0.015 0.15
H 25.02882 -26.45213 -18.17175 0.281 0.776 -0.555 0.54
H 26.38421 -26.70071 -17.10229 -0.283 -0.714 0.447 0.29
H 25.74315 -24.37924 -17.81626 0.012 0.145 0.041 0.27
H 24.94882 -26.17577 -14.53108 0.244 0.381 0.235 0.15
```
Forces are in eV/Å.